[1]
{
  "formula": "C11H15N4",
  "method": "ωB97M-V with the def2-TZVPD basis set",
  "lumo_ha": -0.1367,
  "de_lowest_kcal_mol": 66.6,
  "total_charge": 1,
  "energy_ha": -646.8021,
  "smiles": "C=C[n+]1ccn2c1/C(C)=N\\CC/N=C/C2",
  "e_homo_ev": -12.74,
  "multiplicity": 1,
  "elements": ["C", "C", "C", "C", "C", "C", "C", "C", "C", "C", "C", "N", "N", "N", "N", "H", "H", "H", "H", "H", "H", "H", "H", "H", "H", "H", "H", "H", "H", "H"],
  "coordinates": [[-2.03707, 1.45365, -0.00538], [-2.69520, 0.29082, -0.34650], [-0.51614, -0.04464, -0.57319], [0.83206, -0.67556, -0.34770], [-2.82235, -2.64818, -1.48575], [0.23026, 2.37538, -0.12445], [-1.74860, -2.00385, -1.03320], [1.49100, 1.95559, 0.51419], [1.39189, -0.47170, 1.97583], [2.20775, 0.79941, 2.37167], [1.52198, -1.06643, -1.65058], [-0.69229, 1.26291, -0.21898], [1.64574, -0.84225, 0.60934], [-1.72873, -0.60940, -0.69183], [1.51200, 1.92378, 1.74389], [-2.42901, 2.37209, 0.20066], [-3.63716, -0.04664, -0.43078], [-2.83692, -3.71583, -1.64735], [-3.79253, -2.34177, -1.82417], [-0.33081, 3.20636, 0.45902], [0.29264, 2.74336, -1.12363], [-0.75440, -2.40465, -0.72128], [2.37687, 1.68074, -0.23401], [1.77188, -1.29864, 2.71996], [0.34706, -0.31855, 2.17158], [2.13996, 1.00081, 3.47969], [3.30714, 0.85543, 2.17039], [1.12600, -0.43799, -2.54385], [1.27247, -2.09224, -2.01401], [2.55449, -0.90202, -1.39959]]
}

[2]
{
  "formula": "C11H15N4",
  "method": "ωB97M-V with the def2-TZVPD basis set",
  "lumo_ha": -0.1597,
  "de_lowest_kcal_mol": 134.0,
  "total_charge": 1,
  "energy_ha": -646.6948,
  "e_homo_ev": -12.22,
  "multiplicity": 1,
  "elements": ["C", "C", "N", "C", "N", "C", "C", "N", "C", "H", "H", "H", "H", "H", "H", "H", "H", "H", "H", "N", "C", "C", "C", "C", "C", "H", "H", "H", "H", "H"],
  "coordinates": [[1.87698, 2.75838, -1.56549], [0.46890, 2.21612, -0.84984], [-0.63490, 3.00071, -0.61975], [0.48710, 0.59144, -0.45342], [0.83332, -0.12134, -1.77704], [1.96218, -1.08796, -2.07850], [1.68618, -1.36046, -3.67239], [0.47568, -0.51191, -4.11498], [-0.10433, 0.27942, -2.93006], [2.26865, 2.00432, -2.40326], [1.59806, 3.75909, -2.10417], [2.76678, 2.85603, -0.79644], [-1.34645, 2.36503, -0.17771], [-0.54143, 0.24028, -0.00329], [1.34999, 0.32066, 0.29941], [2.77629, -1.48074, -1.33438], [2.31537, -2.07804, -4.34945], [0.05894, -0.44231, -5.07349], [-1.01429, 1.01472, -2.88692], [-1.34731, 0.02015, 2.45707], [-2.13518, -0.99511, 2.04010], [-2.35931, -2.14840, 2.77483], [-1.73533, -2.27250, 4.01166], [-0.91638, -1.24459, 4.46756], [-0.75643, -0.12818, 3.66261], [-2.59700, -0.85255, 1.06745], [-3.00431, -2.93104, 2.39181], [-1.88607, -3.16262, 4.61549], [-0.41549, -1.31107, 5.42670], [-0.13020, 0.70248, 3.97589]]
}

[3]
{
  "formula": "C11H15N4Sr",
  "method": "ωB97M-V with the def2-TZVPD basis set",
  "lumo_ha": [0.0772, 0.0455],
  "total_charge": -1,
  "energy_ha": -677.6318,
  "e_homo_ev": [-1.94, -0.59],
  "multiplicity": 1,
  "elements": ["C", "Sr", "N", "H", "H", "H", "H", "H", "H", "H", "H", "N", "C", "C", "C", "C", "C", "C", "C", "N", "C", "C", "N", "C", "H", "H", "H", "H", "H", "H", "H"],
  "coordinates": [[5.03618, 0.64989, -2.24837], [2.79130, -0.19945, -1.51681], [3.46436, -2.15501, -2.37853], [2.91072, 1.57233, -0.67477], [3.97599, -0.07246, 0.16337], [5.32865, 1.50057, -1.65771], [4.64436, 0.88077, -3.23933], [5.67228, -0.22525, -2.17545], [2.73581, -2.36979, -3.04195], [3.50036, -2.83952, -1.64040], [4.36042, -2.07571, -2.83566], [-5.44862, 2.80964, 4.43319], [-4.73729, 2.23017, 3.69877], [-3.85641, 1.52585, 2.80064], [-2.46863, 1.63235, 2.95333], [-1.60844, 0.97208, 2.07783], [-2.11323, 0.17539, 1.03089], [-3.51143, 0.05907, 0.88736], [-4.37016, 0.73612, 1.76206], [-1.20691, -0.45404, 0.11612], [-1.48820, -1.44065, -0.84823], [-0.35750, -1.69101, -1.52858], [0.64680, -0.87109, -1.00850], [0.09955, -0.16681, -0.03878], [-2.05925, 2.24554, 3.76350], [-0.53807, 1.08638, 2.23510], [-3.94187, -0.53410, 0.08350], [-5.45334, 0.65747, 1.63630], [-2.47692, -1.88067, -0.99471], [-0.17031, -2.36406, -2.36444], [0.63980, 0.60599, 0.55024]]
}

Repeat the third record exactly.
{
  "formula": "C11H15N4Sr",
  "method": "ωB97M-V with the def2-TZVPD basis set",
  "lumo_ha": [0.0772, 0.0455],
  "total_charge": -1,
  "energy_ha": -677.6318,
  "e_homo_ev": [-1.94, -0.59],
  "multiplicity": 1,
  "elements": ["C", "Sr", "N", "H", "H", "H", "H", "H", "H", "H", "H", "N", "C", "C", "C", "C", "C", "C", "C", "N", "C", "C", "N", "C", "H", "H", "H", "H", "H", "H", "H"],
  "coordinates": [[5.03618, 0.64989, -2.24837], [2.79130, -0.19945, -1.51681], [3.46436, -2.15501, -2.37853], [2.91072, 1.57233, -0.67477], [3.97599, -0.07246, 0.16337], [5.32865, 1.50057, -1.65771], [4.64436, 0.88077, -3.23933], [5.67228, -0.22525, -2.17545], [2.73581, -2.36979, -3.04195], [3.50036, -2.83952, -1.64040], [4.36042, -2.07571, -2.83566], [-5.44862, 2.80964, 4.43319], [-4.73729, 2.23017, 3.69877], [-3.85641, 1.52585, 2.80064], [-2.46863, 1.63235, 2.95333], [-1.60844, 0.97208, 2.07783], [-2.11323, 0.17539, 1.03089], [-3.51143, 0.05907, 0.88736], [-4.37016, 0.73612, 1.76206], [-1.20691, -0.45404, 0.11612], [-1.48820, -1.44065, -0.84823], [-0.35750, -1.69101, -1.52858], [0.64680, -0.87109, -1.00850], [0.09955, -0.16681, -0.03878], [-2.05925, 2.24554, 3.76350], [-0.53807, 1.08638, 2.23510], [-3.94187, -0.53410, 0.08350], [-5.45334, 0.65747, 1.63630], [-2.47692, -1.88067, -0.99471], [-0.17031, -2.36406, -2.36444], [0.63980, 0.60599, 0.55024]]
}